Entry 1:
This record from the Open Molecules 2025 dataset describes a 2-piece molecular cluster, C3H4OS overall in a non-equilibrium geometry. The level of theory is ωB97M-V/def2-TZVPD.

Results
ΔE to the lowest compared entry with this formula, charge and spin: 89.5 kcal per mole
calculated total energy: -16054.2299 eV
HOMO level (alpha / beta): -9.31 / -9.25 eV
lowest unoccupied orbital energy (alpha / beta): -1.484 / -1.542 eV
F_max: 4.0 eV/Å
net charge: 0
Kohn-Sham gap (alpha / beta): 7.823 / 7.709 eV
structure (SMILES): C#CC.O=S

Each line ends with the natural charge from an NBO analysis.
Element x y z (Å)
1 C -1.19742 -0.72858 -1.62481  -0.26
2 C -1.04545 -0.25886 -0.51244  -0.01
3 C -1.10468 0.09184 0.88568  -0.70
4 H -1.09568 -0.97483 -2.67579  0.24
5 H -0.20510 0.44902 1.37878  0.24
6 H -1.09760 -0.99030 1.38142  0.25
7 H -1.93300 0.67460 1.25928  0.24
8 O -4.69305 -0.29705 0.74346  -0.68
9 S -4.50363 0.97598 0.02349  0.69

=====

Entry 2:
This record from the Open Molecules 2025 dataset describes C29H47BeBrCl6CsN4NaO11S2 as an isolated structure in a non-equilibrium geometry. The level of theory is ωB97M-V/def2-TZVPD.

Results
calculated total energy: -231517.4431 eV
HOMO level: -6.43 eV
lowest unoccupied orbital energy: -2.208 eV
F_max: 7.1 eV/Å
net charge: 0
Kohn-Sham gap: 4.220 eV

Each line ends with the Mulliken charge.
Element x y z (Å)
1 C 2.49697 -0.60086 0.18580  -0.55
2 C 1.04924 -0.86148 0.68890  -0.14
3 C 0.71601 0.16781 1.80518  0.53
4 C -0.78862 0.45384 1.97063  -1.25
5 N -1.50286 0.85576 0.73234  0.58
6 C -2.79802 1.38105 1.00662  -0.74
7 C -2.88769 2.66298 1.65320  0.33
8 C -1.70939 3.55661 2.04560  -1.71
9 C -0.56072 3.60116 1.02593  -0.17
10 C -1.04714 3.94628 -0.40869  1.16
11 C -0.76701 5.44139 -0.66801  -3.53
12 C -0.14790 3.19404 -1.43986  -0.66
13 C -4.13260 3.11712 1.96325  -0.23
14 N -5.25303 2.40713 1.69805  0.39
15 C -6.54447 2.96335 2.12045  -0.88
16 C -7.71664 2.71432 1.15515  -0.63
17 C -8.23217 4.05167 0.51808  -0.42
18 C -8.37908 3.85084 -1.00063  -1.31
19 C -5.16121 1.22228 1.12263  -1.45
20 C -3.93270 0.65137 0.72008  0.68
21 C -3.94073 -0.74660 0.04270  0.23
22 Br -3.12866 -0.57770 -1.79191  -0.15
23 C -5.34164 -1.30120 -0.22427  -0.70
24 C -5.35789 -2.61425 -0.99407  -1.45
25 H 2.83246 0.38243 0.48168  0.28
26 H 3.15990 -1.33228 0.64756  -0.34
27 H 2.49757 -0.69788 -0.89791  0.55
28 H 0.95927 -1.85800 1.13994  0.25
29 H 0.41210 -0.76265 -0.17146  -0.81
30 H 1.02332 -0.24587 2.76709  0.18
31 H 1.24623 1.11156 1.68458  0.17
32 H -1.30117 -0.43144 2.35271  0.57
33 H -0.89476 1.19836 2.76183  0.27
34 H -0.94825 1.46515 0.13733  0.35
35 H -1.31902 3.32759 3.03538  0.65
36 H -2.11330 4.57136 2.11809  0.34
37 H 0.12893 4.38223 1.34157  0.78
38 H 0.03064 2.70034 1.02501  -0.93
39 H -2.09377 3.69621 -0.57535  0.37
40 H -1.48569 6.13608 -0.16106  1.19
41 H -0.82803 5.54993 -1.76665  0.89
42 H 0.28216 5.66157 -0.41444  0.61
43 H 0.68123 2.66982 -0.96143  0.24
44 H -0.71770 2.47553 -2.03795  0.16
45 H 0.31320 3.87651 -2.15466  -0.09
46 H -4.25270 4.07226 2.44896  0.43
47 H -6.78756 2.46177 3.05996  0.31
48 H -6.44977 4.01114 2.37650  0.59
49 H -8.53546 2.33124 1.75450  0.34
50 H -7.47816 2.02449 0.35449  0.37
51 H -7.50808 4.83641 0.72598  0.31
52 H -9.19128 4.27409 0.97477  0.33
53 H -9.16474 3.11829 -1.17117  0.32
54 H -8.59028 4.80495 -1.47234  0.38
55 H -7.45838 3.40569 -1.37262  0.33
56 H -6.08301 0.70874 0.95554  0.77
57 H -3.39001 -1.44179 0.66950  0.50
58 H -5.81714 -1.37813 0.74646  0.27
59 H -5.91232 -0.57469 -0.80824  0.33
60 H -4.94038 -2.51962 -1.98975  0.39
61 H -4.90303 -3.43215 -0.43978  0.32
62 H -6.40047 -2.89550 -1.13720  0.42
63 C 6.20904 -3.43373 0.43550  0.37
64 Cl 5.68525 -1.91754 -0.27641  -0.06
65 Cl 5.08328 -3.80126 1.74497  -0.13
66 Cl 6.20094 -4.72145 -0.78870  -0.21
67 Cl 7.83968 -3.27266 1.09538  -0.11
68 N 1.73372 4.99088 -4.04096  0.92
69 O 0.91835 5.66231 -3.33795  -0.66
70 O 2.28124 3.99392 -3.53841  -0.63
71 O 1.95664 5.32594 -5.20609  -0.66
72 Be 2.59916 -1.77050 2.68899  0.43
73 Cl -5.63324 -0.49575 2.85670  -0.44
74 O 3.67707 0.07443 3.61085  -0.27
75 S 4.55571 1.28417 2.89104  0.92
76 O 3.57880 2.26019 2.43754  -0.57
77 O 5.18838 0.55231 1.81747  -0.48
78 O 5.44961 1.79965 3.88948  -0.63
79 Na -1.00391 -0.61067 -0.91185  0.81
80 Cs -1.58974 7.87708 0.13005  1.01
81 C 7.57194 -7.32809 1.73535  -0.11
82 C 7.34156 -7.72091 0.29365  -0.29
83 O 8.00230 -8.98733 0.15657  -0.35
84 S 7.91213 -9.78994 1.53926  1.10
85 O 6.83262 -10.70405 1.47245  -0.54
86 O 9.21661 -10.20090 1.90206  -0.53
87 O 7.46902 -8.55982 2.46408  -0.33
88 H 8.57492 -6.92334 1.88365  0.29
89 H 6.83757 -6.61195 2.09496  0.18
90 H 7.75208 -7.00005 -0.40409  0.26
91 H 6.27917 -7.86630 0.08587  0.34
92 N 3.55675 -3.60439 -3.67541  -0.49
93 C 2.84119 -3.33842 -4.76681  -0.26
94 C 3.26564 -2.49341 -5.78051  -0.37
95 C 4.50430 -1.88570 -5.65292  -0.23
96 C 5.26281 -2.14880 -4.52534  -0.55
97 C 4.74643 -3.01331 -3.57083  0.54
98 H 1.87695 -3.83324 -4.82511  0.40
99 H 2.64177 -2.31651 -6.64595  0.36
100 H 4.87201 -1.21751 -6.42082  0.39
101 H 6.23406 -1.69472 -4.38541  0.37
102 H 5.30843 -3.24796 -2.67370  -0.08
103 Cl 2.91966 0.49923 5.05789  -0.04

=====

Entry 3:
This record from the Open Molecules 2025 dataset describes a 2-piece molecular cluster, CHN2O4 overall in a non-equilibrium geometry. The level of theory is ωB97M-V/def2-TZVPD.

Results
ΔE to the lowest compared entry with this formula, charge and spin: 5.7 kcal per mole
calculated total energy: -12222.2788 eV
HOMO level: -5.04 eV
lowest unoccupied orbital energy: 4.031 eV
F_max: 1.5 eV/Å
net charge: -1
Kohn-Sham gap: 9.075 eV

Each line ends with the natural charge from an NBO analysis.
Element x y z (Å)
1 C -0.72128 0.27986 -1.50059  1.02
2 N 0.35993 -0.33717 0.05274  -0.63
3 N 0.49894 0.10361 1.25418  0.60
4 O -1.72986 -0.29972 -1.35747  -0.63
5 O 0.34494 1.30396 1.47136  -0.52
6 O -0.01352 0.99164 -2.09891  -0.61
7 O 0.80408 -0.69306 2.15737  -0.57
8 H 0.45676 -1.34911 0.02133  0.34

=====

Entry 4:
This record from the Open Molecules 2025 dataset describes a 4-piece molecular cluster, C4H15N2OS overall in a non-equilibrium geometry. The level of theory is ωB97M-V/def2-TZVPD.

Results
ΔE to the lowest compared entry with this formula, charge and spin: 173.7 kcal per mole
calculated total energy: -20240.8231 eV
HOMO level: -11.99 eV
lowest unoccupied orbital energy: -9.289 eV
F_max: 4.4 eV/Å
net charge: +1
Kohn-Sham gap: 2.704 eV

Each line ends with the natural charge from an NBO analysis.
Element x y z (Å)
1 N 2.03789 -1.36816 3.38597  -1.09
2 C -1.98025 2.22728 -1.01707  -0.12
3 C -0.87054 1.73042 -1.56671  -0.38
4 C 0.51630 -1.56208 -0.92300  -0.07
5 S 2.25276 -1.62147 -0.51459  0.17
6 C -2.73604 3.46318 -1.37370  -0.27
7 N -3.25874 4.10899 -0.19683  -0.81
8 H 1.44601 -2.13168 3.19949  0.37
9 H 2.07122 -1.25039 4.44419  0.39
10 H 2.89998 -1.49772 2.92703  0.36
11 H -2.44946 1.72529 -0.16710  0.21
12 H -0.39878 0.77446 -1.28028  0.15
13 H -0.42102 2.17865 -2.43771  0.21
14 H 0.39931 -1.89879 -1.97434  0.22
15 H -0.13913 -2.21042 -0.26020  0.25
16 H 2.39866 -0.33014 -0.17284  0.24
17 H -2.09425 4.18265 -1.97546  0.19
18 H -3.62356 3.13653 -1.90848  0.23
19 H -3.79987 4.91430 -0.50877  0.38
20 H -2.56593 4.33109 0.48490  0.37
21 H 1.17412 -3.45785 0.84732  0.44
22 H 0.23587 -4.51935 1.33625  0.47
23 O 0.97397 -4.04272 1.57980  -0.90

=====

Entry 5:
This record from the Open Molecules 2025 dataset describes a 3-piece molecular cluster, C5H14N2O3 overall in a non-equilibrium geometry. The level of theory is ωB97M-V/def2-TZVPD.

Results
ΔE to the lowest compared entry with this formula, charge and spin: 120.0 kcal per mole
calculated total energy: -14530.5331 eV
HOMO level: -9.11 eV
lowest unoccupied orbital energy: 0.416 eV
F_max: 4.5 eV/Å
net charge: 0
Kohn-Sham gap: 9.521 eV
structure (SMILES): C=NCC[C@@H](N)C=O.O.O

Each line ends with the natural charge from an NBO analysis.
Element x y z (Å)
1 C -0.66131 -0.00198 -2.38502  -0.03
2 N -0.94117 0.70081 -1.34873  -0.45
3 C -0.30668 1.71634 -0.50504  -0.26
4 C -0.43275 1.18832 0.82733  -0.44
5 C 0.81792 0.30986 1.21110  -0.14
6 N 1.51279 -0.33579 0.05958  -0.85
7 C 1.90975 1.00748 2.07095  0.44
8 O 1.92950 2.21653 2.07489  -0.51
9 H 0.27718 -0.00903 -3.10891  0.13
10 H -1.24082 -0.93327 -2.61312  0.17
11 H 0.76118 1.70287 -0.86186  0.19
12 H -0.83193 2.80402 -0.58535  0.24
13 H -0.61376 1.63818 1.74983  0.25
14 H -1.51093 0.69081 0.93690  0.19
15 H 0.37921 -0.57999 1.87361  0.20
16 H 0.77542 -0.84340 -0.45238  0.40
17 H 1.92746 0.27027 -0.56586  0.35
18 H 2.51884 0.30246 2.61377  0.13
19 O -3.44398 -0.98556 0.57436  -0.95
20 H -2.69160 -0.39844 0.61242  0.47
21 H -3.25668 -1.68100 -0.16713  0.47
22 O 0.92355 -2.73230 -0.96941  -0.93
23 H 0.40848 -3.10010 -0.29127  0.47
24 H 1.79034 -2.94708 -0.75066  0.48

=====

Entry 6:
This record from the Open Molecules 2025 dataset describes C40H56ClFeN3O5 as an isolated structure. The level of theory is ωB97M-V/def2-TZVPD.

Results
spin multiplicity: 6
ΔE to the lowest compared entry with this formula, charge and spin: 3.7 kcal per mole
calculated total energy: -104002.8092 eV
HOMO level (alpha / beta): -10.12 / -11.07 eV
lowest unoccupied orbital energy (alpha / beta): -4.145 / -5.252 eV
expectation value of S²: 8.821
F_max: 0.9 eV/Å
net charge: +1
Kohn-Sham gap (alpha / beta): 5.973 / 5.817 eV

Each line ends with the Mulliken spin population.
Element x y z (Å)
1 Fe -0.20731 -0.18084 0.06856  2.98
2 C 5.93860 -2.67306 -1.88460  0.02
3 C 5.50019 -1.57586 -2.86842  0.04
4 C 5.75749 -2.07953 -4.29136  0.01
5 C 6.34081 -0.30719 -2.64132  0.03
6 C 4.03962 -1.22523 -2.62643  0.03
7 C 3.64393 -0.83613 -1.34968  -0.01
8 C 2.33105 -0.47479 -1.10830  0.08
9 N 1.75280 -0.11459 0.06769  0.08
10 C 2.31808 0.03035 1.29981  0.07
11 C 3.61943 0.34304 1.62946  -0.05
12 C 4.00462 0.41178 2.97003  -0.01
13 C 3.05895 0.10707 3.97670  0.09
14 C 1.73499 -0.15526 3.72252  0.13
15 C 1.32434 -0.10901 2.35024  0.29
16 O 0.10851 -0.18807 1.96608  0.19
17 C 0.73845 -0.53458 4.81095  0.01
18 C -0.44916 0.44615 4.84030  0.02
19 C 1.39510 -0.54114 6.19191  0.00
20 C 0.21702 -1.95352 4.50476  0.02
21 C 5.41970 0.85379 3.30472  0.07
22 C 6.43959 -0.03485 2.57581  0.03
23 C 5.71846 0.80159 4.80564  0.01
24 C 5.56632 2.31088 2.82564  0.03
25 C 1.34905 -0.55518 -2.17845  0.23
26 O 0.13637 -0.29169 -1.85810  0.21
27 C 1.75537 -0.94792 -3.49489  0.14
28 C 3.08255 -1.26105 -3.66607  0.10
29 C 0.74940 -1.02220 -4.63913  0.01
30 C -0.30270 -2.10274 -4.33115  0.02
31 C 0.05944 0.34624 -4.81150  0.02
32 C 1.42518 -1.37211 -5.96650  0.00
33 H 6.98508 -2.92574 -2.05792  0.00
34 H 5.34038 -3.57467 -2.02911  0.00
35 H 5.83787 -2.35827 -0.84576  0.00
36 H 6.81201 -2.33094 -4.40253  0.00
37 H 5.52151 -1.31718 -5.03516  0.00
38 H 5.17787 -2.97964 -4.50415  0.00
39 H 7.39223 -0.51938 -2.83934  0.00
40 H 6.25186 0.05418 -1.61550  0.00
41 H 6.02081 0.49202 -3.31214  0.00
42 H 4.35730 -0.86498 -0.54081  -0.01
43 H 4.32756 0.57958 0.84877  0.01
44 H 3.39306 0.09469 5.00121  0.00
45 H -0.10089 1.47719 4.93867  0.00
46 H -1.07952 0.21504 5.69970  0.00
47 H -1.05948 0.35402 3.94541  0.00
48 H 1.76741 0.44942 6.46121  0.00
49 H 2.21545 -1.25982 6.24359  0.00
50 H 0.65395 -0.83174 6.93579  0.00
51 H -0.31539 -1.96582 3.55495  0.00
52 H -0.47778 -2.26656 5.28522  0.00
53 H 1.04216 -2.66851 4.46754  0.00
54 H 6.29234 -1.08497 2.83430  0.00
55 H 7.44894 0.25015 2.87304  0.00
56 H 6.36937 0.06964 1.49177  -0.01
57 H 5.63129 -0.21583 5.19125  0.00
58 H 5.05519 1.45831 5.37013  0.00
59 H 6.74005 1.13697 4.98178  0.00
60 H 5.40270 2.39392 1.75086  0.00
61 H 6.56821 2.67961 3.04891  0.00
62 H 4.84270 2.95222 3.33200  0.00
63 H 3.40005 -1.56272 -4.65057  0.00
64 H -0.75480 -1.95301 -3.35326  0.00
65 H 0.15137 -3.09526 -4.35838  0.00
66 H -1.09334 -2.06737 -5.08225  0.00
67 H -0.52039 0.60732 -3.93139  0.00
68 H -0.61757 0.30755 -5.66561  0.00
69 H 0.79982 1.12788 -4.99663  0.00
70 H 1.88764 -2.36052 -5.93692  0.00
71 H 2.18020 -0.63086 -6.23604  0.00
72 H 0.67039 -1.38154 -6.75249  0.00
73 Cl 0.64608 5.08957 -2.52102  0.00
74 C 0.26029 4.28170 -1.05327  0.00
75 C -0.14108 4.99084 0.06899  0.00
76 C -0.44279 4.28444 1.22151  0.01
77 C -0.33467 2.90406 1.21067  0.01
78 N 0.05190 2.23166 0.12680  0.04
79 C 0.34007 2.89931 -0.98499  0.00
80 H -0.22012 6.06875 0.03346  0.00
81 H -0.76643 4.79860 2.11538  0.00
82 H -0.56094 2.30870 2.08769  0.00
83 H 0.64122 2.31667 -1.84796  0.01
84 O -2.65031 -1.13969 1.97216  0.02
85 C -2.91286 -0.53800 0.95456  0.00
86 O -2.05635 -0.16330 0.03607  0.02
87 H -3.95226 -0.28444 0.69037  0.00
88 O 0.14748 -2.42909 -0.02344  0.02
89 C -0.60405 -3.39665 -0.12728  0.02
90 C -1.37598 -3.95527 1.02571  0.00
91 C -0.64253 -5.28990 1.37097  0.00
92 C 0.84082 -5.37863 0.92667  0.00
93 C 1.08578 -5.79555 -0.54032  0.00
94 C 0.74133 -4.71139 -1.57362  0.00
95 N -0.58969 -4.17907 -1.24707  0.00
96 H -2.41948 -4.14436 0.77146  0.00
97 H -1.34841 -3.25192 1.85385  0.00
98 H -1.17871 -6.13461 0.93249  0.00
99 H -0.68084 -5.42007 2.45207  0.00
100 H 1.32354 -6.13087 1.55183  0.00
101 H 1.34838 -4.43116 1.13126  0.00
102 H 0.48551 -6.68603 -0.75250  0.00
103 H 2.13451 -6.07642 -0.66276  0.00
104 H 0.74188 -5.11817 -2.58382  0.00
105 H 1.44670 -3.88205 -1.52933  0.01
106 H -1.28848 -4.90937 -1.22787  0.00